(1)
This record from OMol25 describes one molecule with the formula C23H37BrClFN3O7P. The level of theory is the ωB97M-V functional and the def2-TZVPD basis.

XYZ file:
```
74
Properties=species:S:1:pos:R:3:mulliken_charge:R:1
C 0.657 2.388 5.612 -1.09
C 0.756 3.200 4.313 -0.46
C 1.609 2.499 3.270 -0.76
O 0.941 1.405 2.683 0.03
C 1.461 0.136 2.973 -1.36
C 1.230 -0.871 1.787 1.22
N 2.456 -1.584 1.662 -0.60
C 0.060 -1.797 2.167 0.07
C 0.444 -3.032 2.972 -0.35
C -0.813 -3.881 3.313 -0.75
N -0.658 -5.318 3.067 -0.72
O 0.855 -0.045 0.673 -0.34
C 0.973 -0.442 -0.622 1.68
Cl 0.534 -2.160 -1.019 -0.25
P 2.698 -0.265 -1.313 0.36
O 3.356 1.023 -1.032 -0.71
C -0.079 0.458 -1.376 -0.27
F 0.378 1.742 -1.202 -0.43
O -0.142 0.212 -2.742 -0.02
C 0.140 1.274 -3.609 0.11
O -0.714 2.015 -3.921 -0.41
C 1.493 1.362 -4.198 0.25
C 2.013 0.369 -5.026 -0.20
C 3.272 0.560 -5.583 -0.63
C 4.014 1.708 -5.296 -0.51
C 3.492 2.694 -4.467 -0.64
C 2.219 2.525 -3.927 -0.25
O -1.262 0.357 -0.712 -0.43
C -2.529 0.067 -1.318 1.38
C -3.467 0.047 -0.087 -0.62
C -4.907 -0.436 -0.331 -1.60
C -2.595 -1.275 -2.051 -1.65
N -2.545 -2.484 -1.232 -0.42
C -3.060 1.160 -2.268 -1.76
C -2.878 2.565 -1.806 0.49
O -2.515 2.950 -0.768 -0.41
Br -3.477 3.886 -3.149 -0.23
H 0.517 3.045 6.465 0.37
H -0.173 1.692 5.564 0.22
H 1.580 1.846 5.784 0.29
H -0.221 3.411 3.895 0.27
H 1.264 4.136 4.533 0.42
H 2.554 2.217 3.737 0.40
H 1.856 3.210 2.481 0.33
H 2.528 0.174 3.182 0.59
H 0.985 -0.257 3.873 0.20
H 3.242 -1.008 1.410 0.28
H 2.403 -2.442 1.137 0.33
H -0.511 -2.085 1.289 -0.76
H -0.621 -1.229 2.792 0.37
H 1.122 -3.670 2.417 0.35
H 0.940 -2.691 3.874 0.32
H -1.650 -3.517 2.729 0.38
H -0.996 -3.771 4.375 0.39
H -0.368 -5.457 2.105 0.26
H 0.118 -5.653 3.624 0.27
H 2.512 -0.610 -2.658 0.06
H 3.441 -1.337 -0.790 0.12
H 1.443 -0.519 -5.245 0.47
H 3.691 -0.178 -6.249 0.42
H 4.999 1.855 -5.706 0.42
H 4.040 3.586 -4.220 0.40
H 1.800 3.277 -3.281 0.42
H -3.495 1.036 0.351 0.67
H -2.999 -0.592 0.653 0.12
H -5.589 0.197 0.223 0.36
H -5.208 -0.450 -1.371 0.37
H -5.041 -1.435 0.068 0.41
H -3.516 -1.306 -2.619 0.69
H -1.803 -1.353 -2.790 0.40
H -3.466 -2.840 -1.035 0.36
H -2.052 -2.346 -0.364 -0.08
H -4.124 1.023 -2.425 0.78
H -2.612 1.031 -3.246 0.62
```

Properties
**LUMO level**: 0.0172 Eh
**Net charge**: 0
**Gap between HOMO and LUMO**: 9.78 eV
**SMILES string**: CCCOC[C@@](N)(CCCN)O[C@](Cl)([PH2]=O)[C@@](F)(OC(=O)c1ccccc1)O[C@](CC)(CN)CC(=O)Br
**Spin multiplicity**: 1

(2)
This record from OMol25 describes C50H47N4O2S2TeTi as an isolated structure. The level of theory is the ωB97M-V functional and the def2-TZVPD basis.

XYZ file:
```
107
Properties=species:S:1:pos:R:3:mulliken_charge:R:1
Ti -0.610 0.784 0.644 -0.40
C -0.672 -6.057 1.953 -1.80
C -0.568 -5.158 0.701 2.35
C 0.834 -4.530 0.709 -2.30
C -0.679 -6.046 -0.547 -1.77
C -1.683 -4.138 0.716 0.08
C -3.025 -4.564 0.723 -0.65
C -4.078 -3.681 0.693 -1.35
C -3.833 -2.300 0.690 1.42
S -4.924 -0.938 0.635 -0.39
C -3.545 0.153 0.735 -0.02
N -2.413 -0.477 0.740 1.45
C -2.528 -1.876 0.723 -2.44
C -1.458 -2.773 0.737 0.43
C -3.554 1.666 0.713 0.98
C -4.703 2.444 0.655 -0.28
C -4.634 3.829 0.562 -0.95
C -3.380 4.417 0.525 -0.69
C -2.231 3.630 0.613 -0.85
C -2.268 2.223 0.708 0.22
H 0.188 -6.729 2.011 0.46
H -1.578 -6.660 1.915 0.39
H -0.699 -5.491 2.874 0.38
H 1.570 -5.324 0.695 0.58
H 1.015 -3.921 1.595 0.40
H 0.987 -3.887 -0.151 0.35
H 0.054 -6.843 -0.501 0.47
H -0.498 -5.483 -1.457 0.37
H -1.661 -6.502 -0.630 0.37
H -3.256 -5.617 0.731 0.49
H -5.112 -4.033 0.676 0.41
H -0.458 -2.375 0.774 0.56
H -5.688 1.992 0.661 0.43
H -5.551 4.418 0.512 0.40
H -3.307 5.496 0.477 0.52
H -1.285 4.156 0.639 0.39
C -0.612 1.064 5.521 -1.23
Te -1.496 1.052 3.553 0.28
C -0.980 3.106 3.526 -0.31
C -0.859 3.474 4.971 0.37
C -0.920 4.807 5.314 -0.76
C -0.896 5.160 6.653 -0.61
C -0.871 4.184 7.633 -0.57
C -0.818 2.840 7.286 -0.73
C -0.789 2.485 5.947 0.70
H 0.436 0.794 5.470 0.38
H -1.169 0.385 6.170 0.52
H -1.770 3.690 3.054 0.41
H -0.049 3.254 2.955 0.26
H -0.984 5.582 4.570 0.46
H -0.862 6.206 6.947 0.38
H -0.883 4.469 8.678 0.39
H -0.805 2.051 8.030 0.44
C 3.892 -0.809 -4.685 -1.65
C 4.355 -0.984 -3.257 0.92
C 3.563 -1.600 -2.292 -0.56
C 4.017 -1.816 -0.987 -0.14
C 5.283 -1.383 -0.619 -0.56
N 5.814 -1.545 0.693 -0.01
C 5.167 -1.668 1.901 0.19
O 5.674 -2.202 2.874 -0.65
N 3.879 -1.123 1.970 0.02
C 3.426 0.060 1.436 -0.18
C 4.176 0.941 0.675 -0.23
C 3.522 2.029 0.138 -1.09
C 2.164 2.236 0.361 -0.30
N 1.452 1.394 1.109 0.20
C 2.082 0.358 1.646 -0.24
C 6.100 -0.783 -1.580 -0.23
C 5.649 -0.601 -2.889 -0.92
H 2.814 -0.989 -4.787 0.30
H 4.396 -1.503 -5.352 0.44
H 4.112 0.172 -5.069 0.37
H 2.574 -1.954 -2.563 0.40
H 3.399 -2.345 -0.270 0.70
H 6.806 -1.733 0.760 0.28
H 3.425 -1.381 2.838 0.28
H 5.240 0.821 0.451 0.60
H 4.074 2.702 -0.496 0.47
H 1.647 3.047 -0.114 0.56
H 1.465 -0.282 2.261 0.41
H 7.110 -0.493 -1.318 0.44
H 6.288 -0.149 -3.618 0.46
O -0.444 0.962 -1.458 -0.18
S -1.462 1.765 -2.300 0.41
C -0.514 2.306 -3.700 0.27
C 0.470 1.469 -4.193 -0.23
C 1.242 1.890 -5.260 -0.45
C 0.997 3.149 -5.802 -0.55
C 0.047 4.010 -5.255 -0.80
C -0.708 3.592 -4.173 -0.24
C -2.434 0.505 -3.124 0.69
C -2.276 -0.811 -2.742 -0.33
C -3.051 -1.759 -3.412 -0.60
C -3.917 -1.385 -4.434 -0.61
C -4.069 -0.043 -4.754 -0.63
C -3.366 0.916 -4.070 -0.73
H 0.658 0.496 -3.731 0.29
H 2.016 1.252 -5.669 0.32
H 1.534 3.454 -6.689 0.41
H -0.063 5.015 -5.620 0.42
H -1.420 4.241 -3.668 0.52
H -1.589 -1.107 -1.955 0.47
H -2.945 -2.798 -3.140 0.54
H -4.483 -2.160 -4.958 0.40
H -4.777 0.260 -5.516 0.41
H -3.451 1.958 -4.323 0.48
```

Properties
**LUMO level (alpha / beta)**: -0.0813 / -0.0835 Eh
**⟨S²⟩**: 2.006
**Net charge**: +1
**Gap between HOMO and LUMO (alpha / beta)**: 6.69 / 8.10 eV
**Spin multiplicity**: 3

(3)
This record from OMol25 describes C16H16AuClN2O6Se2 as an isolated structure. The level of theory is the ωB97M-V functional and the def2-TZVPD basis.

XYZ file:
```
44
Properties=species:S:1:pos:R:3:mulliken_charge:R:1
Au 1.645 0.599 -0.076 0.66
O 3.561 -4.245 -3.840 -0.63
C 2.323 -4.564 -3.595 0.53
O 1.793 -5.567 -4.039 -0.68
C 1.552 -3.616 -2.724 -0.47
C 0.236 -3.780 -2.358 0.55
Cl -0.798 -5.091 -2.744 -0.21
N -0.133 -2.737 -1.566 0.51
N 0.912 -1.890 -1.412 -0.73
C 1.917 -2.394 -2.086 0.05
C 3.237 -1.638 -2.083 1.01
O 4.171 -2.169 -2.769 -0.82
O 3.331 -0.596 -1.442 -0.67
C -1.365 -2.384 -0.911 0.84
C -1.306 -1.366 0.034 0.16
C -2.453 -0.981 0.707 -0.28
C -3.672 -1.591 0.449 -0.65
C -3.723 -2.602 -0.496 -0.64
C -2.581 -3.006 -1.177 -0.59
H 3.833 -3.304 -3.360 0.44
H -0.369 -0.885 0.274 -0.04
H -2.368 -0.196 1.449 0.24
H -4.566 -1.286 0.978 0.40
H -4.660 -3.096 -0.723 0.32
H -2.667 -3.786 -1.911 0.26
O 1.680 4.903 1.091 -0.57
C 1.597 3.702 1.859 -1.24
C 0.168 3.169 1.967 2.41
C -0.626 4.213 2.765 -1.32
O -2.016 3.898 2.929 -0.57
C 0.128 1.849 2.769 -1.37
Se 1.430 0.393 2.427 -0.57
C -0.526 3.052 0.579 -1.73
Se 0.531 2.665 -1.047 -0.63
H 1.590 4.587 0.170 0.33
H 1.974 3.936 2.861 0.48
H 2.235 2.924 1.439 0.33
H -0.522 5.185 2.271 0.42
H -0.222 4.291 3.778 0.47
H -2.323 3.598 2.066 0.39
H -0.874 1.430 2.669 0.40
H 0.250 2.092 3.828 0.42
H -1.023 4.002 0.357 0.48
H -1.301 2.284 0.641 0.30
```

Properties
**LUMO level**: 0.1571 Eh
**Net charge**: -2
**Gap between HOMO and LUMO**: 5.36 eV
**Spin multiplicity**: 1